# 1
Molecular formula: C4H9O3
Method: DFT, ωB97M-V with the def2-TZVPD basis set

The energy above the lowest of the compared OMol25 structures with the same formula, charge and spin is 0.562 eV. The frontier orbital gap is 8.533 eV. As for the HOMO energy: -4.5 eV. The value obtained for the electronic energy is -10437.904 eV.

Geometry as ORCA input:
```
! RIJCOSX wB97M-V def2-TZVPD def2/J DEFGRID3
* xyz -1 1
C 0.67391 2.50562 1.67172
C -0.45793 1.57904 1.15059
O -0.46976 1.42767 -0.10208
O -1.27211 1.18283 1.99818
H 1.09431 2.28993 2.61878
H 0.23047 3.50453 1.62956
H 1.51578 2.52518 0.96910
C -0.58628 -1.90680 -0.67679
C 0.62791 -1.79273 -1.66051
O -1.52081 -0.90686 -0.91366
H -1.00438 -2.87886 -0.93398
H -0.29794 -1.98501 0.37356
H 0.93774 -2.79987 -1.96310
H -1.21725 -0.07134 -0.46100
H 1.52154 -1.39827 -1.18875
H 0.22479 -1.27507 -2.51162
*
```



# 2
Molecular formula: C30H90CaCl2O40P10
Method: DFT, ωB97M-V with the def2-TZVPD basis set

The energy above the lowest of the compared OMol25 structures with the same formula, charge and spin is 0.000 eV. The frontier orbital gap is 9.291 eV. As for the HOMO energy: -8.8 eV. The value obtained for the electronic energy is -250870.937 eV.

Geometry as ORCA input:
```
! RIJCOSX wB97M-V def2-TZVPD def2/J DEFGRID3
* xyz 0 1
Ca -2.01358 -0.78663 0.25031
Cl -2.89053 1.75845 0.88664
Cl 0.50427 -0.62441 0.81529
C 1.87723 3.71926 -4.87249
O 2.83660 3.51563 -3.83390
P 3.42281 2.14234 -3.35656
O 4.16467 2.22656 -2.06355
O 2.21983 1.11238 -3.38038
C 2.05314 0.30389 -2.16710
O 4.24966 1.60147 -4.63995
C 5.75795 1.64286 -4.57938
H 0.87528 3.69318 -4.44822
H 2.01923 2.90688 -5.64330
H 1.97021 4.75070 -5.17903
H 2.99689 -0.20582 -1.91915
H 1.24780 -0.40434 -2.45083
H 1.68967 0.91103 -1.36414
H 6.10954 0.65498 -4.60156
H 6.17757 2.04025 -3.63882
H 5.96680 2.10670 -5.52228
C 2.90961 -5.41535 -6.24519
O 2.51096 -4.00917 -6.42886
P 1.82326 -3.16891 -5.28586
O 1.26101 -1.97081 -5.82121
O 0.73409 -4.14396 -4.59913
C -0.41176 -3.62383 -3.95339
O 2.81185 -3.05080 -4.09409
C 3.77022 -1.88774 -4.21030
H 3.04629 -5.78352 -7.31677
H 2.18947 -5.95572 -5.65653
H 3.86115 -5.38449 -5.79604
H -0.21847 -2.88153 -3.19023
H -0.96455 -4.53198 -3.58144
H -1.07979 -3.23552 -4.78012
H 3.22125 -0.97979 -4.45987
H 4.61159 -2.11855 -4.88225
H 4.15292 -1.73648 -3.19298
C 4.47084 4.39005 4.39787
O 3.46144 4.43236 3.41916
P 2.03551 3.86051 3.60747
O 1.61089 3.59953 4.95726
O 1.08517 4.81707 2.75240
C -0.32470 4.57147 2.70706
O 2.01203 2.48521 2.75528
C 2.29069 2.57300 1.38377
H 4.27444 3.80807 5.32892
H 4.85722 5.46077 4.49258
H 5.29098 3.90089 3.87182
H -0.49368 3.84594 1.89407
H -0.73728 5.58122 2.54149
H -0.62432 4.20097 3.67908
H 1.61816 1.83843 1.00141
H 3.33607 2.25820 1.24488
H 2.09559 3.51655 0.92001
C -7.37820 -2.64904 1.85913
O -5.99955 -2.52002 1.28825
P -5.71351 -1.68439 -0.01048
O -4.31189 -1.24761 -0.14552
O -6.38155 -2.57076 -1.17113
C -6.90057 -2.07878 -2.39563
O -6.76881 -0.49819 0.01356
C -6.38012 0.75451 0.54593
H -8.05400 -3.22723 1.25891
H -7.80315 -1.62852 1.94754
H -7.21115 -3.06718 2.88852
H -7.22077 -2.94911 -2.95684
H -6.12444 -1.65844 -2.98316
H -7.73895 -1.44242 -2.12874
H -6.95629 0.94847 1.45080
H -6.60895 1.50862 -0.19689
H -5.32125 0.70118 0.66329
C 0.54624 -0.78049 8.68561
O 0.10193 -0.81879 7.28748
P 0.98987 -1.91261 6.49337
O 1.22020 -3.18276 7.16912
O 2.33785 -1.16808 6.17273
C 2.43241 0.13644 5.47330
O 0.17540 -2.02246 5.14130
C 0.53796 -2.75026 3.94089
H 1.00880 -1.70858 9.02663
H -0.43177 -0.53945 9.11546
H 1.17740 0.03135 8.77194
H 1.58675 0.18527 4.79836
H 3.38015 0.21723 4.93940
H 2.43234 0.88111 6.24010
H -0.20044 -2.56573 3.11830
H 0.67935 -3.84277 4.06793
H 1.51325 -2.34514 3.57456
C -4.09449 1.66303 -2.62921
O -4.14841 0.19920 -3.08019
P -2.77126 -0.50643 -3.23195
O -1.81020 -0.45456 -2.12592
O -3.24388 -2.02669 -3.52388
C -3.57596 -2.38399 -4.83600
O -2.11768 0.01584 -4.60488
C -0.76021 0.43338 -4.66399
H -3.83072 2.27600 -3.48807
H -3.43589 1.61662 -1.75062
H -5.06547 1.85884 -2.32892
H -4.05873 -3.31362 -4.77476
H -2.64336 -2.58728 -5.37680
H -4.06162 -1.68577 -5.49860
H -0.61699 1.31890 -4.07336
H -0.63248 0.71242 -5.69130
H -0.16875 -0.43721 -4.45711
C 4.45391 -0.01688 0.41517
O 5.07425 0.61485 1.59139
P 6.62624 1.01090 1.65234
O 7.02640 1.53419 2.93620
O 7.31035 -0.34048 1.24788
C 8.67120 -0.46435 1.30102
O 6.92926 1.95797 0.43832
C 6.41734 3.32758 0.42016
H 5.14981 -0.81671 0.14334
H 4.39440 0.71065 -0.42263
H 3.45082 -0.38201 0.71947
H 8.97697 -0.86030 2.28255
H 9.22956 0.48096 1.18666
H 8.93860 -1.21230 0.53935
H 6.17943 3.64715 1.43332
H 5.43827 3.35560 -0.14643
H 7.12018 3.90942 -0.15931
C -0.86416 0.73030 3.85456
O -2.17674 0.24465 4.30359
P -2.83519 -1.04991 3.75176
O -2.33648 -1.48609 2.43155
O -2.78246 -2.26430 4.70589
C -2.90829 -2.11861 6.11755
O -4.44291 -0.71262 3.77147
C -4.78073 0.74419 3.85807
H -0.35244 1.12476 4.74227
H -0.96837 1.54413 3.15247
H -0.24000 -0.00778 3.34387
H -2.96390 -1.05465 6.40656
H -1.93501 -2.38031 6.51265
H -3.67426 -2.74649 6.52271
H -4.39109 1.33149 3.04767
H -4.40421 1.14857 4.77707
H -5.86038 0.71556 3.91824
C -0.11979 3.12409 -1.24389
O -0.53745 4.27308 -2.02470
P -1.92404 4.65757 -2.75444
O -2.33136 3.84295 -3.88803
O -2.97374 4.72629 -1.54215
C -2.65830 5.55761 -0.44252
O -1.62040 6.18339 -3.12061
C -2.22875 6.68860 -4.32565
H -0.48547 2.15472 -1.56895
H -0.41820 3.36731 -0.21038
H 0.95591 3.01817 -1.38386
H -3.09272 6.49583 -0.61605
H -1.61047 5.64039 -0.36900
H -3.12924 5.00351 0.41023
H -3.28558 6.82667 -4.13986
H -2.11460 5.85272 -5.02062
H -1.67088 7.64493 -4.53262
C -2.68169 -5.90068 -1.28445
O -1.37622 -5.53308 -0.89197
P -1.11501 -4.33426 0.09481
O -1.56819 -3.09112 -0.48961
O 0.39493 -4.51325 0.35208
C 1.36371 -3.90336 -0.51175
O -1.74641 -4.71679 1.45153
C -1.25597 -5.75330 2.28988
H -3.03313 -5.10405 -1.99525
H -3.30563 -6.07465 -0.41628
H -2.53860 -6.85302 -1.78109
H 1.11231 -2.87181 -0.50726
H 1.27184 -4.39078 -1.47203
H 2.37344 -3.92039 -0.09947
H -1.54895 -5.33428 3.26332
H -0.16085 -5.81128 2.29954
H -1.71238 -6.70233 2.11403
*
```



# 3
Molecular formula: C13H10BrN2O3Pt
Method: DFT, ωB97M-V with the def2-TZVPD basis set

The energy above the lowest of the compared OMol25 structures with the same formula, charge and spin is 0.344 eV. The frontier orbital gap is 6.467 eV. As for the HOMO energy: -3.8 eV. The value obtained for the electronic energy is -96056.696 eV.

Geometry as ORCA input:
```
! RIJCOSX wB97M-V def2-TZVPD def2/J DEFGRID3
* xyz -1 1
Pt -1.61752 -0.87590 -2.34094
O 6.04117 0.43121 -0.84137
C 5.54178 -0.23349 0.23162
O 6.28868 -0.55410 1.11746
C 4.07895 -0.50458 0.23045
C 3.27837 -0.40621 -0.90722
C 1.92005 -0.65758 -0.84465
C 1.33593 -1.01206 0.37515
C 2.13889 -1.14988 1.51016
C 3.49195 -0.89233 1.43575
N -0.02629 -1.29842 0.42824
C -0.80727 -0.42284 -0.03775
C -3.09883 0.13036 0.15735
C -4.21020 0.29863 -0.66258
C -5.19104 1.14723 -0.20100
C -5.02012 1.79387 1.02249
C -3.86194 1.55238 1.73284
N -2.90498 0.71826 1.31292
H 5.31951 0.69733 -1.42109
H 3.70015 -0.16906 -1.87920
H 1.29164 -0.62169 -1.72955
H 1.67568 -1.45471 2.43944
H 4.12586 -0.98459 2.30748
H -0.58017 0.62245 -0.23191
H -4.22372 -0.20930 -1.61742
H -6.07920 1.32253 -0.79457
H -5.76599 2.47488 1.40819
H -3.67907 2.03842 2.68444
O -2.12931 -0.75176 -0.25991
Br -1.03298 -1.02909 -4.62481
*
```